No. 1
{"formula": "C19H39BInO21", "method": "ωB97M-V/def2-TZVPD", "e_homo_ev": -5.786, "charge": -1, "e_tot_ha": -2542.62135, "gap_ev": 7.7, "symbols": ["C", "C", "O", "O", "C", "O", "C", "In", "O", "B", "O", "O", "H", "H", "H", "H", "H", "H", "H", "H", "H", "C", "O", "C", "O", "O", "C", "H", "H", "H", "H", "H", "H", "C", "O", "C", "O", "O", "C", "H", "H", "H", "H", "H", "H", "C", "O", "C", "O", "O", "C", "H", "H", "H", "H", "H", "H", "C", "O", "C", "O", "O", "C", "H", "H", "H", "H", "H", "H", "C", "O", "C", "O", "O", "C", "H", "H", "H", "H", "H", "H"], "xyz": [[1.68, -3.17, 1.43], [1.45, -2.01, 2.34], [1.80, -2.02, 3.51], [0.81, -0.92, 1.84], [0.96, -0.65, 0.48], [1.87, 0.09, 0.17], [-0.01, -1.25, -0.49], [-1.81, -2.27, 0.38], [-3.60, -1.40, -0.35], [-4.60, -1.80, 0.45], [-5.05, -3.13, 0.44], [-5.23, -0.87, 1.27], [0.75, -3.60, 1.09], [2.20, -3.91, 2.01], [2.30, -2.92, 0.58], [0.58, -1.98, -1.03], [-0.26, -0.45, -1.18], [-1.69, -4.01, -0.02], [-1.94, -2.14, 2.16], [-4.98, -3.49, 1.32], [-4.70, -0.09, 1.17], [2.85, 2.13, -2.02], [3.81, 2.27, -3.09], [3.91, 1.21, -3.88], [3.30, 0.18, -3.79], [4.83, 1.48, -4.82], [5.04, 0.42, -5.74], [2.88, 3.07, -1.47], [1.85, 1.97, -2.42], [3.12, 1.32, -1.36], [4.12, 0.19, -6.29], [5.40, -0.47, -5.24], [5.80, 0.76, -6.44], [4.86, 2.67, -8.60], [5.08, 1.54, -9.45], [5.38, 1.85, -10.71], [5.47, 2.96, -11.16], [5.56, 0.72, -11.39], [5.89, 0.90, -12.76], [4.63, 2.27, -7.62], [5.75, 3.29, -8.54], [4.02, 3.26, -8.96], [6.82, 1.45, -12.87], [5.08, 1.42, -13.28], [6.00, -0.09, -13.18], [-8.64, -2.19, 1.42], [-9.07, -2.75, 2.66], [-8.73, -2.03, 3.72], [-8.24, -0.93, 3.70], [-9.03, -2.73, 4.82], [-8.71, -2.05, 6.03], [-8.99, -2.85, 0.63], [-9.07, -1.20, 1.27], [-7.56, -2.12, 1.37], [-9.28, -1.13, 6.12], [-7.65, -1.84, 6.09], [-8.98, -2.72, 6.85], [5.08, 5.75, 3.35], [5.10, 4.34, 3.55], [4.40, 3.65, 2.64], [3.81, 4.14, 1.72], [4.49, 2.37, 2.94], [3.77, 1.50, 2.04], [5.68, 6.18, 4.15], [5.52, 6.01, 2.39], [4.07, 6.14, 3.41], [4.16, 1.60, 1.03], [2.71, 1.72, 2.05], [3.93, 0.49, 2.39], [-1.86, -0.88, 8.47], [-2.85, -1.72, 7.87], [-3.41, -1.18, 6.78], [-3.16, -0.09, 6.33], [-4.30, -2.04, 6.30], [-4.96, -1.61, 5.11], [-1.48, -1.43, 9.33], [-1.04, -0.69, 7.78], [-2.30, 0.06, 8.80], [-4.24, -1.47, 4.30], [-5.51, -0.69, 5.28], [-5.66, -2.39, 4.83]]}

=====

No. 2
{"formula": "C3H5IO2S", "method": "ωB97M-V/def2-TZVPD", "e_homo_ev": [-9.442, -8.709], "e_tot_ha": -963.49151, "gap_ev": [8.2, 5.6], "e_above_lowest_ev": 3.039, "symbols": ["C", "C", "C", "O", "O", "S", "I", "H", "H", "H", "H", "H"], "xyz": [[0.11, -0.89, -1.27], [1.24, -0.02, -0.52], [0.58, -1.18, 0.10], [0.00, 1.90, 1.43], [-1.79, 0.82, 2.75], [-1.05, 0.89, 1.52], [-2.73, 1.47, -0.29], [-0.96, -0.54, -1.35], [0.31, -1.41, -2.22], [2.32, -0.30, -0.68], [1.20, 1.02, -0.34], [0.76, -1.76, 0.87]]}

=====

No. 3
{"formula": "C4H5N3S", "method": "ωB97M-V/def2-TZVPD", "e_homo_ev": -8.491, "e_tot_ha": -717.87173, "smiles": "[H]/N=c1\\nc(S)cc[nH]1", "gap_ev": 8.8, "e_above_lowest_ev": 0.596, "symbols": ["H", "N", "C", "N", "C", "S", "C", "C", "N", "H", "H", "H", "H"], "xyz": [[-1.55, -2.72, 0.07], [-2.02, -1.84, 0.02], [-1.11, -0.96, -0.01], [0.26, -1.28, -0.02], [1.14, -0.32, -0.03], [2.80, -0.87, 0.02], [0.82, 1.05, -0.03], [-0.47, 1.38, 0.07], [-1.42, 0.40, 0.00], [3.21, 0.39, 0.00], [1.60, 1.80, -0.07], [-0.88, 2.38, 0.03], [-2.38, 0.60, -0.05]]}

=====

No. 4
{"formula": "C46H113Br3NO29P7", "method": "ωB97M-V/def2-TZVPD", "e_homo_ev": -9.405, "e_tot_ha": -14169.37501, "gap_ev": 9.4, "e_above_lowest_ev": 0.000, "symbols": ["C", "O", "N", "C", "C", "H", "H", "H", "H", "H", "H", "H", "C", "Br", "Br", "Br", "H", "C", "C", "O", "P", "O", "O", "C", "C", "O", "C", "C", "H", "H", "H", "H", "H", "H", "H", "H", "H", "H", "H", "H", "H", "H", "H", "C", "C", "O", "P", "O", "O", "C", "C", "O", "C", "C", "H", "H", "H", "H", "H", "H", "H", "H", "H", "H", "H", "H", "H", "H", "H", "C", "C", "O", "P", "O", "O", "C", "C", "O", "C", "C", "H", "H", "H", "H", "H", "H", "H", "H", "H", "H", "H", "H", "H", "H", "H", "C", "C", "O", "P", "O", "O", "C", "C", "O", "C", "C", "H", "H", "H", "H", "H", "H", "H", "H", "H", "H", "H", "H", "H", "H", "H", "C", "C", "O", "P", "O", "O", "C", "C", "O", "C", "C", "H", "H", "H", "H", "H", "H", "H", "H", "H", "H", "H", "H", "H", "H", "H", "C", "C", "O", "P", "O", "O", "C", "C", "O", "C", "C", "H", "H", "H", "H", "H", "H", "H", "H", "H", "H", "H", "H", "H", "H", "H", "C", "C", "O", "P", "O", "O", "C", "C", "O", "C", "C", "H", "H", "H", "H", "H", "H", "H", "H", "H", "H", "H", "H", "H", "H", "H"], "xyz": [[0.85, 0.98, 2.03], [0.38, 0.70, 3.12], [0.22, 0.57, 0.90], [0.82, 0.97, -0.38], [-0.84, -0.42, 0.92], [1.73, 1.62, 1.88], [1.44, 1.86, -0.31], [-0.03, 1.29, -1.00], [1.40, 0.17, -0.84], [-1.61, -0.10, 1.62], [-1.20, -0.74, -0.05], [-0.44, -1.37, 1.27], [-0.71, 2.61, 5.51], [-1.23, 4.24, 6.45], [-2.23, 1.35, 5.45], [0.97, 1.86, 6.11], [-0.61, 2.83, 4.46], [-4.25, -0.66, 2.86], [-5.00, -1.08, 4.07], [-6.33, -1.31, 3.52], [-7.42, -2.10, 4.35], [-6.95, -2.69, 5.61], [-7.96, -3.25, 3.39], [-9.02, -4.13, 3.78], [-9.63, -4.79, 2.57], [-8.68, -1.07, 4.40], [-9.36, -0.61, 3.25], [-8.67, 0.58, 2.55], [-4.69, 0.22, 2.40], [-3.26, -0.43, 3.26], [-4.08, -1.50, 2.19], [-4.57, -2.02, 4.43], [-4.99, -0.30, 4.84], [-8.55, -4.90, 4.39], [-9.71, -3.68, 4.49], [-10.44, -4.18, 2.16], [-8.91, -4.97, 1.77], [-10.16, -5.71, 2.79], [-9.59, -1.42, 2.55], [-10.32, -0.18, 3.57], [-8.78, 0.40, 1.48], [-9.11, 1.50, 2.94], [-7.65, 0.74, 2.89], [1.05, -4.67, 0.84], [-0.07, -5.59, 1.25], [-1.30, -5.03, 0.81], [-2.33, -4.33, 1.83], [-2.84, -5.16, 2.91], [-1.60, -2.96, 2.23], [-1.49, -2.54, 3.59], [-0.21, -3.13, 4.19], [-3.46, -3.75, 0.83], [-4.63, -4.48, 0.41], [-4.17, -5.43, -0.71], [1.28, -4.44, -0.20], [1.00, -3.77, 1.45], [1.94, -5.25, 1.15], [0.08, -6.55, 0.76], [-0.04, -5.83, 2.32], [-1.35, -1.47, 3.73], [-2.34, -2.91, 4.17], [0.64, -2.65, 3.69], [-0.13, -2.98, 5.26], [-0.06, -4.20, 4.04], [-4.98, -5.00, 1.31], [-5.43, -3.81, 0.11], [-3.40, -5.04, -1.37], [-4.12, -6.49, -0.46], [-5.01, -5.51, -1.42], [5.63, 2.17, -2.20], [4.38, 1.33, -2.26], [4.59, 0.06, -1.62], [4.60, -0.08, -0.03], [4.61, 1.22, 0.68], [3.42, -1.13, 0.19], [2.83, -1.48, 1.46], [3.59, -2.67, 2.09], [5.94, -0.98, 0.18], [7.19, -0.46, 0.65], [8.22, -0.79, -0.45], [6.09, 2.26, -1.22], [6.36, 1.74, -2.89], [5.50, 3.22, -2.48], [3.49, 1.78, -1.79], [4.01, 1.14, -3.26], [2.89, -0.54, 2.02], [1.84, -1.78, 1.11], [4.65, -2.46, 2.18], [3.12, -2.85, 3.05], [3.37, -3.46, 1.38], [6.99, 0.57, 0.95], [7.55, -1.09, 1.47], [9.21, -0.62, -0.03], [8.04, -1.85, -0.62], [7.98, -0.33, -1.41], [0.01, 5.56, -4.91], [1.21, 4.96, -4.19], [1.42, 5.67, -2.96], [2.15, 4.79, -1.80], [3.28, 4.03, -2.35], [0.95, 3.83, -1.24], [-0.26, 4.34, -0.70], [-0.19, 4.13, 0.82], [2.35, 5.81, -0.58], [3.63, 6.19, 0.02], [4.24, 7.29, -0.83], [-0.93, 5.45, -4.38], [0.22, 6.61, -5.12], [0.00, 5.04, -5.87], [1.16, 3.88, -4.04], [2.09, 5.11, -4.82], [-0.46, 5.39, -0.94], [-1.05, 3.74, -1.16], [-0.30, 3.04, 0.94], [0.66, 4.51, 1.37], [-1.14, 4.50, 1.22], [3.18, 6.49, 0.96], [4.26, 5.31, 0.07], [4.54, 6.92, -1.81], [3.67, 8.21, -0.95], [5.18, 7.61, -0.38], [-2.32, -2.94, -8.46], [-2.60, -3.95, -7.37], [-2.86, -3.28, -6.13], [-1.87, -3.59, -4.88], [-1.79, -5.01, -4.51], [-2.33, -2.49, -3.80], [-2.75, -2.97, -2.51], [-1.58, -3.33, -1.63], [-0.49, -3.02, -5.41], [-0.35, -1.57, -5.59], [0.18, -0.91, -4.36], [-1.57, -2.24, -8.10], [-1.99, -3.50, -9.34], [-3.24, -2.37, -8.62], [-3.47, -4.53, -7.68], [-1.72, -4.60, -7.28], [-3.40, -2.22, -2.05], [-3.49, -3.79, -2.54], [-0.89, -4.08, -2.02], [-0.98, -2.43, -1.47], [-1.98, -3.68, -0.67], [0.20, -1.28, -6.48], [-1.37, -1.23, -5.78], [-0.52, -1.05, -3.54], [1.15, -1.31, -4.07], [0.37, 0.15, -4.51], [11.60, 3.21, 2.89], [10.33, 3.27, 3.76], [9.60, 2.06, 3.52], [8.35, 1.76, 4.54], [8.81, 1.79, 5.94], [7.24, 2.88, 4.16], [6.21, 2.56, 3.17], [4.98, 2.04, 3.87], [7.81, 0.39, 3.92], [7.83, -0.78, 4.71], [6.52, -1.09, 5.43], [11.89, 4.19, 2.49], [12.54, 2.93, 3.37], [11.49, 2.53, 2.04], [10.67, 3.39, 4.78], [9.67, 4.05, 3.37], [5.98, 3.54, 2.74], [6.71, 1.94, 2.44], [4.16, 1.94, 3.16], [5.14, 1.00, 4.15], [4.71, 2.71, 4.68], [7.96, -1.62, 4.02], [8.64, -0.97, 5.42], [6.55, -2.12, 5.78], [6.35, -0.39, 6.25], [5.67, -1.09, 4.75], [-4.73, -0.44, -5.47], [-5.72, 0.34, -4.69], [-5.16, 0.88, -3.50], [-3.75, 1.71, -3.49], [-2.49, 0.97, -3.70], [-4.11, 2.85, -4.51], [-3.14, 3.90, -4.78], [-2.51, 3.37, -6.07], [-3.85, 2.44, -2.04], [-3.06, 1.85, -1.02], [-4.03, 0.86, -0.30], [-3.93, 0.21, -5.83], [-4.23, -1.19, -4.85], [-5.18, -1.02, -6.28], [-6.21, 1.08, -5.34], [-6.65, -0.13, -4.35], [-3.53, 4.91, -4.82], [-2.40, 3.87, -3.97], [-1.81, 4.08, -6.51], [-1.99, 2.41, -5.98], [-3.31, 3.20, -6.80], [-2.17, 1.35, -1.41], [-2.78, 2.58, -0.26], [-3.56, 0.13, 0.36], [-4.82, 1.41, 0.21], [-4.48, 0.24, -1.08]]}

=====

No. 5
{"formula": "CHCl3S", "method": "ωB97M-V/def2-TZVPD", "e_homo_ev": -9.713, "e_tot_ha": -1817.43435, "smiles": "S=C(Cl)Cl.Cl", "gap_ev": 8.7, "e_above_lowest_ev": 0.241, "symbols": ["S", "C", "Cl", "Cl", "Cl", "H"], "xyz": [[-0.39, 1.57, 1.13], [-0.80, 0.42, 0.11], [-0.62, 0.44, -1.66], [-1.48, -1.02, 0.75], [2.10, -0.48, 0.21], [1.19, -0.93, -0.54]]}

=====

No. 6
{"formula": "C4H12NOSi", "method": "ωB97M-V/def2-TZVPD", "e_homo_ev": -3.020, "charge": -1, "e_tot_ha": -579.04944, "gap_ev": 7.3, "e_above_lowest_ev": 2.167, "symbols": ["C", "C", "C", "C", "N", "O", "Si", "H", "H", "H", "H", "H", "H", "H", "H", "H", "H", "H", "H"], "xyz": [[0.20, 0.35, 2.42], [0.89, -1.45, -2.19], [0.01, 1.95, -0.13], [-1.49, -0.83, 0.21], [1.07, -0.24, -1.42], [1.66, -0.60, -0.05], [0.25, 0.08, 0.27], [0.42, 1.46, 2.57], [-0.71, 0.22, 2.91], [1.01, -0.17, 2.99], [0.23, -1.13, -2.93], [1.87, -1.61, -2.72], [0.54, -2.28, -1.65], [0.71, 2.22, -0.90], [-1.08, 2.06, -0.63], [0.11, 2.60, 0.67], [-2.30, -0.03, 0.45], [-1.77, -1.05, -0.88], [-1.64, -1.56, 1.02]]}

=====

No. 7
{"formula": "CH3INO", "method": "ωB97M-V/def2-TZVPD", "e_homo_ev": -3.143, "charge": -1, "e_tot_ha": -467.54557, "gap_ev": 7.0, "e_above_lowest_ev": 2.771, "symbols": ["C", "N", "O", "I", "H", "H", "H"], "xyz": [[-0.68, 0.45, 0.05], [0.29, -0.91, 0.37], [0.31, -1.92, -0.34], [2.52, 0.54, 0.01], [-0.16, 1.15, 0.53], [-0.70, 0.54, -1.08], [-1.58, 0.15, 0.46]]}

=====

No. 8
{"formula": "C37H41Br2FN4O10Si", "method": "ωB97M-V/def2-TZVPD", "e_homo_ev": -9.819, "e_tot_ha": -7942.84693, "smiles": "C#CCCC[Si@@](CCCO)(CC(=O)F)[C@@H](Br)[C@H](C)Br.O=[N+]([O-])c1ccccc1.O=[N+]([O-])c1ccccc1.O=[N+]([O-])c1ccccc1.O=[N+]([O-])c1ccccc1", "gap_ev": 9.0, "symbols": ["C", "C", "C", "C", "C", "Si", "C", "C", "C", "O", "C", "C", "O", "F", "C", "Br", "C", "C", "Br", "H", "H", "H", "H", "H", "H", "H", "H", "H", "H", "H", "H", "H", "H", "H", "H", "H", "H", "H", "H", "H", "O", "N", "O", "C", "C", "C", "C", "C", "C", "H", "H", "H", "H", "H", "O", "N", "O", "C", "C", "C", "C", "C", "C", "H", "H", "H", "H", "H", "O", "N", "O", "C", "C", "C", "C", "C", "C", "H", "H", "H", "H", "H", "O", "N", "O", "C", "C", "C", "C", "C", "C", "H", "H", "H", "H", "H"], "xyz": [[0.26, 3.74, 6.91], [-0.54, 4.10, 6.06], [-1.46, 4.65, 4.90], [-0.51, 4.97, 3.66], [-1.12, 4.45, 2.29], [-0.95, 2.53, 2.05], [0.45, 2.35, 0.72], [1.91, 2.55, 1.33], [2.37, 4.06, 1.47], [2.92, 4.40, 2.77], [-0.35, 1.72, 3.67], [0.31, 0.30, 3.54], [0.30, -0.42, 4.51], [0.96, -0.19, 2.40], [-2.66, 1.94, 1.41], [-2.49, 1.81, -0.60], [-3.15, 0.51, 1.90], [-3.42, 0.41, 3.48], [-2.02, -1.00, 1.22], [1.24, 3.51, 7.42], [-1.99, 5.59, 5.23], [-2.23, 3.84, 4.67], [0.56, 4.63, 3.81], [-0.46, 6.11, 3.59], [-0.76, 5.02, 1.38], [-2.25, 4.67, 2.35], [0.33, 1.41, 0.11], [0.27, 3.21, 0.00], [2.08, 2.05, 2.33], [2.63, 2.04, 0.61], [1.57, 4.81, 1.21], [3.23, 4.22, 0.73], [3.23, 3.59, 3.22], [0.46, 2.40, 4.11], [-1.17, 1.71, 4.45], [-3.50, 2.69, 1.57], [-4.16, 0.33, 1.41], [-4.52, 0.16, 3.64], [-3.29, 1.46, 3.90], [-2.72, -0.31, 3.99], [-0.18, -7.77, 5.04], [-0.92, -7.20, 5.83], [-1.68, -7.76, 6.60], [-0.88, -5.73, 5.86], [-0.05, -5.05, 4.98], [-0.03, -3.66, 5.00], [-0.84, -2.97, 5.89], [-1.66, -3.66, 6.77], [-1.68, -5.04, 6.76], [0.59, -5.58, 4.28], [0.61, -3.12, 4.31], [-0.83, -1.88, 5.90], [-2.29, -3.11, 7.47], [-2.33, -5.57, 7.45], [2.76, 0.76, -3.14], [1.98, 0.13, -2.44], [1.89, 0.25, -1.23], [1.10, -0.83, -3.10], [1.20, -1.02, -4.48], [0.37, -1.95, -5.10], [-0.54, -2.68, -4.35], [-0.65, -2.48, -2.97], [0.18, -1.55, -2.35], [1.91, -0.46, -5.07], [0.45, -2.11, -6.17], [-1.18, -3.41, -4.83], [-1.36, -3.05, -2.40], [0.09, -1.40, -1.27], [6.97, -2.30, -6.36], [6.22, -1.57, -5.72], [5.01, -1.74, -5.62], [6.81, -0.43, -5.02], [8.18, -0.19, -5.13], [8.73, 0.92, -4.49], [7.92, 1.76, -3.74], [6.56, 1.51, -3.62], [6.00, 0.41, -4.26], [8.82, -0.84, -5.72], [9.79, 1.12, -4.58], [8.35, 2.62, -3.24], [5.93, 2.17, -3.03], [4.94, 0.22, -4.17], [-4.07, -4.35, -5.76], [-4.07, -3.33, -5.10], [-3.44, -3.16, -4.07], [-4.90, -2.21, -5.58], [-5.66, -2.37, -6.73], [-6.45, -1.32, -7.17], [-6.48, -0.12, -6.46], [-5.71, 0.03, -5.31], [-4.91, -1.02, -4.87], [-5.64, -3.29, -7.29], [-7.06, -1.43, -8.06], [-7.11, 0.69, -6.80], [-5.73, 0.96, -4.76], [-4.32, -0.89, -3.97]]}

=====

No. 9
{"formula": "C6H8S", "method": "ωB97M-V/def2-TZVPD", "e_homo_ev": -7.820, "e_tot_ha": -631.56027, "smiles": "CSC1=CCC=C1", "gap_ev": 8.8, "e_above_lowest_ev": 0.840, "symbols": ["C", "S", "C", "C", "C", "C", "C", "H", "H", "H", "H", "H", "H", "H", "H"], "xyz": [[2.32, 0.87, 0.36], [1.60, -0.70, -0.21], [-0.10, -0.31, -0.12], [-1.18, -1.15, 0.15], [-2.42, -0.35, 0.16], [-1.93, 1.08, -0.05], [-0.58, 1.07, -0.23], [3.24, 0.58, 0.86], [1.68, 1.31, 1.12], [2.54, 1.52, -0.51], [-1.06, -2.22, 0.42], [-2.92, -0.45, 1.13], [-3.15, -0.58, -0.65], [-2.62, 1.92, -0.18], [0.07, 1.97, -0.51]]}